ORCA calculation (ωB97M-V/def2-TZVPD) on 8 unconnected molecules or ions with the total composition C51H113N5O8 in a non-equilibrium geometry.

CARTESIAN COORDINATES (ANGSTROEM)
O (-2.53, 18.06, -9.44)
O (-2.74, 16.51, -23.64)
O (3.72, 18.47, -17.24)
O (-3.53, 11.17, -23.76)
O (-2.66, 17.18, -15.37)
O (-6.36, 15.11, -10.56)
O (-5.51, 23.01, -18.75)
O (-5.09, 12.62, -20.15)
N (-1.94, 17.60, -23.40)
N (4.11, 19.63, -17.81)
N (-4.21, 23.09, -18.63)
N (-2.86, 16.58, -16.65)
N (-2.90, 16.67, -9.51)
C (-0.35, 16.48, -21.83)
C (-3.73, 19.18, -23.66)
C (-4.66, 14.89, -16.08)
C (5.23, 21.78, -19.60)
C (-3.99, 16.67, -7.17)
C (0.10, 19.75, -23.89)
C (-1.65, 15.93, -17.24)
C (-6.54, 16.39, -10.99)
C (-3.58, 21.75, -18.65)
C (6.53, 19.01, -17.74)
C (-4.24, 16.17, -16.89)
C (-1.40, 20.12, -23.80)
C (5.46, 20.09, -17.43)
C (5.52, 20.50, -15.93)
C (-2.22, 11.61, -23.38)
C (-7.50, 12.93, -20.63)
C (-2.38, 12.20, -22.00)
C (-3.45, 14.55, -8.25)
C (-1.89, 15.71, -18.75)
C (1.90, 19.94, -18.96)
C (-2.71, 14.48, -10.67)
C (-2.20, 15.95, -10.61)
C (-6.43, 12.45, -19.63)
C (-0.44, 16.82, -17.15)
C (-3.93, 21.00, -19.86)
C (-4.06, 20.77, -17.52)
C (3.72, 21.31, -19.57)
C (-1.39, 22.96, -19.42)
C (-2.68, 13.71, -9.37)
C (-3.06, 15.96, -8.20)
C (-6.48, 16.47, -12.48)
C (3.94, 18.89, -20.19)
C (-2.34, 18.87, -24.12)
C (-3.82, 24.42, -20.80)
C (-0.58, 15.98, -10.37)
C (-4.11, 25.60, -18.59)
C (-1.72, 15.97, -7.42)
C (-2.43, 18.64, -25.67)
C (0.32, 18.57, -22.95)
C (-2.10, 24.35, -19.16)
C (-3.71, 24.31, -19.32)
C (-3.24, 15.11, -19.15)
C (3.48, 19.86, -19.07)
C (-5.31, 17.26, -16.66)
C (-2.01, 21.86, -18.57)
C (-1.34, 14.55, -16.57)
C (-4.37, 15.90, -18.50)
C (5.66, 21.49, -18.13)
C (-0.53, 17.26, -23.15)
C (-2.50, 16.53, -12.06)
C (0.15, 16.40, -24.28)
H (7.57, 19.34, -17.74)
H (1.52, 20.47, -18.09)
H (-6.33, 14.95, -9.61)
H (-4.22, 14.03, -16.58)
H (-0.94, 17.05, -21.11)
H (-1.51, 24.93, -19.87)
H (-5.04, 16.68, -7.47)
H (-2.73, 11.39, -21.37)
H (-3.57, 16.54, -12.30)
H (-5.50, 16.09, -12.80)
H (0.74, 20.61, -23.68)
H (-4.14, 20.11, -24.04)
H (-2.04, 13.77, -16.84)
H (1.22, 16.61, -24.39)
H (-1.89, 15.87, -6.34)
H (-1.63, 20.52, -22.81)
H (5.46, 19.56, -15.38)
H (-3.49, 21.48, -20.73)
H (0.38, 19.39, -24.88)
H (-3.74, 19.16, -22.57)
H (-3.51, 23.51, -21.31)
H (-3.77, 26.47, -19.16)
H (-0.14, 14.98, -10.43)
H (-3.40, 18.45, -9.55)
H (-0.08, 16.57, -11.14)
H (-2.10, 15.97, -12.90)
H (-1.76, 24.81, -18.23)
H (-7.36, 13.98, -20.88)
H (-1.25, 16.95, -7.46)
H (-3.64, 19.95, -19.79)
H (-3.29, 14.04, -7.30)
H (0.08, 18.92, -21.94)
H (-3.67, 17.70, -7.02)
H (3.25, 21.46, -20.54)
H (-1.47, 22.63, -20.46)
H (-1.50, 18.88, -26.17)
H (-4.52, 14.62, -8.42)
H (-3.11, 25.18, -21.13)
H (-5.09, 12.50, -21.11)
H (-5.70, 16.95, -10.58)
H (-0.31, 16.70, -25.23)
H (-3.54, 25.78, -17.68)
H (-1.60, 21.90, -17.56)
H (-2.17, 16.11, -24.30)
H (-0.34, 23.18, -19.25)
H (-5.19, 15.19, -18.64)
H (-2.54, 17.61, -26.02)
H (3.31, 22.01, -18.84)
H (1.45, 20.42, -19.84)
H (-3.15, 12.97, -21.96)
H (-3.33, 19.08, -26.11)
H (-0.82, 15.50, -21.85)
H (-0.11, 16.59, -9.60)
H (6.31, 18.37, -18.60)
H (-1.60, 10.72, -23.41)
H (6.44, 18.27, -16.95)
H (-5.16, 25.68, -18.34)
H (-3.29, 15.34, -20.21)
H (-3.22, 12.78, -9.54)
H (-6.56, 11.39, -19.42)
H (5.53, 22.79, -19.87)
H (-1.09, 15.23, -19.31)
H (-5.61, 17.39, -15.62)
H (6.72, 21.74, -18.18)
H (-4.25, 14.99, -15.07)
H (-7.44, 12.28, -21.49)
H (-3.17, 17.94, -15.65)
H (4.29, 17.81, -17.64)
H (6.52, 20.91, -15.75)
H (-4.72, 16.78, -19.03)
H (-3.80, 14.47, -10.77)
H (5.81, 21.19, -20.31)
H (-1.40, 12.57, -21.69)
H (0.01, 17.03, -16.18)
H (-6.46, 12.96, -18.67)
H (-6.69, 17.49, -12.80)
H (-2.26, 13.98, -11.52)
H (-5.57, 22.81, -19.69)
H (0.05, 15.32, -24.33)
H (-3.74, 21.17, -16.56)
H (-7.20, 15.78, -12.91)
H (-1.72, 16.70, -19.16)
H (-5.10, 18.21, -17.15)
H (0.40, 16.38, -17.69)
H (-1.95, 17.47, -12.07)
H (-1.64, 20.94, -24.48)
H (-4.00, 16.13, -6.22)
H (-7.46, 16.85, -10.62)
H (1.42, 18.96, -18.97)
H (0.71, 16.45, -21.56)
H (-1.83, 12.34, -24.09)
H (-0.94, 15.31, -7.80)
H (4.64, 21.07, -15.63)
H (-8.52, 12.83, -20.25)
H (-3.77, 19.73, -17.64)
H (-5.14, 20.94, -17.48)
H (-5.01, 20.89, -20.01)
H (-1.33, 21.06, -18.87)
H (3.53, 17.93, -19.88)
H (-5.71, 14.59, -16.01)
H (-4.40, 18.33, -23.79)
H (-1.32, 14.77, -15.50)
H (-4.03, 11.99, -23.65)
H (3.41, 19.13, -21.11)
H (-3.36, 14.03, -19.16)
H (1.38, 18.40, -22.82)
H (5.02, 18.81, -20.28)
H (-0.37, 14.16, -16.89)
H (5.44, 22.31, -17.46)
H (-0.63, 17.79, -17.60)
H (-1.72, 13.34, -9.03)
H (-4.85, 24.60, -21.13)
H (-6.21, 17.03, -17.23)

Its HOMO-LUMO gap is 0.299 Eh. The value obtained for the LUMO energy is 0.40 eV. As for the net charge: 0. Its spin multiplicity is 1. The calculation puts the relative energy (zero: lowest compared OMol25 entry of this formula, charge and spin) at 157.74 kcal/mol.

ORCA calculation (ωB97M-V/def2-TZVPD) on 5 unconnected molecules or ions with the total composition C3H14IO4 in a non-equilibrium geometry.

CARTESIAN COORDINATES (ANGSTROEM)
I (-28.22, 10.33, 6.05)
O (-27.92, 9.39, 9.50)
O (-27.62, 6.85, 7.07)
O (-24.66, 10.10, 6.88)
O (-28.11, 13.53, 7.81)
C (-22.38, 9.70, 6.31)
C (-24.05, 10.40, 4.57)
C (-23.82, 9.60, 5.83)
H (-27.65, 7.73, 6.67)
H (-22.28, 9.23, 7.29)
H (-24.10, 8.55, 5.69)
H (-22.10, 10.75, 6.40)
H (-25.06, 10.31, 4.17)
H (-27.43, 13.99, 7.32)
H (-21.68, 9.13, 5.70)
H (-23.91, 11.48, 4.69)
H (-23.36, 10.10, 3.76)
H (-28.30, 12.74, 7.27)
H (-28.30, 8.52, 9.64)
H (-25.55, 10.16, 6.49)
H (-28.16, 9.61, 8.58)
H (-28.55, 6.61, 7.16)

Its HOMO-LUMO gap is 0.300 Eh. The value obtained for the LUMO energy is 3.30 eV. As for the net charge: -1. Its spin multiplicity is 1. The calculation puts the relative energy (zero: lowest compared OMol25 entry of this formula, charge and spin) at 3.94 kcal/mol.

ORCA calculation (ωB97M-V/def2-TZVPD) on a molecular structure, C8H27InN9O5 in a non-equilibrium geometry.

CARTESIAN COORDINATES (ANGSTROEM)
In (6.87, -21.74, 10.44)
O (7.06, -22.10, 7.57)
O (8.03, -19.62, 9.07)
O (9.50, -21.01, 11.18)
O (7.80, -23.45, 12.60)
O (2.73, -26.40, 12.37)
N (7.05, -23.34, 14.75)
N (7.97, -25.27, 13.97)
N (9.28, -20.78, 13.42)
N (11.32, -21.30, 12.52)
N (6.50, -22.41, 5.38)
N (5.34, -24.31, 10.71)
N (8.93, -19.03, 7.07)
N (7.79, -23.96, 6.41)
N (10.23, -20.07, 8.62)
C (7.13, -22.78, 6.53)
C (3.29, -25.75, 11.28)
C (10.03, -21.00, 12.33)
C (7.67, -23.98, 13.72)
C (4.51, -24.91, 11.78)
C (9.01, -19.55, 8.31)
C (3.38, -27.52, 12.87)
C (4.05, -23.69, 12.60)
H (4.70, -23.68, 10.24)
H (5.31, -25.40, 12.35)
H (2.47, -25.14, 10.88)
H (6.62, -22.45, 14.57)
H (5.92, -21.59, 5.38)
H (8.26, -24.15, 7.29)
H (3.55, -26.36, 10.42)
H (3.39, -23.09, 11.97)
H (7.67, -24.77, 5.83)
H (8.52, -25.80, 13.31)
H (2.59, -28.15, 13.29)
H (8.33, -20.50, 13.32)
H (3.88, -28.19, 12.16)
H (11.97, -21.52, 11.79)
H (3.54, -23.92, 13.54)
H (6.93, -23.79, 15.64)
H (10.89, -20.24, 7.87)
H (8.05, -25.58, 14.92)
H (10.37, -20.36, 9.58)
H (9.56, -19.37, 6.36)
H (9.62, -20.89, 14.36)
H (6.28, -23.16, 4.74)
H (4.91, -23.07, 12.87)
H (4.13, -27.33, 13.65)
H (8.02, -18.77, 6.72)
H (5.73, -25.06, 10.13)
H (11.62, -21.14, 13.47)

Its HOMO-LUMO gap is 0.115 Eh. The value obtained for the LUMO energy is -14.65 eV. As for the net charge: +3. Its spin multiplicity is 1. The calculation puts the relative energy (zero: lowest compared OMol25 entry of this formula, charge and spin) at 0.00 kcal/mol.

ORCA calculation (ωB97M-V/def2-TZVPD) on a molecular structure, C28H29IrN3Si in a non-equilibrium geometry.

CARTESIAN COORDINATES (ANGSTROEM)
Ir (-1.28, -1.65, 0.87)
Si (-0.28, 1.20, -1.95)
N (0.17, -0.06, 3.32)
N (-1.40, -1.73, 3.66)
N (0.65, -1.80, 1.83)
C (-0.02, 5.34, -2.74)
C (0.40, 0.42, -3.60)
C (0.68, -1.65, -4.91)
C (-2.75, -0.56, 0.03)
C (0.46, -1.00, -3.68)
C (-0.88, -0.58, 4.09)
C (0.98, -0.89, -6.06)
C (2.17, 4.91, -1.88)
C (3.21, -2.12, 2.95)
C (2.69, -3.05, 2.06)
C (1.25, 5.82, -2.38)
C (-2.37, -2.33, 4.34)
C (-2.31, -2.82, -0.41)
C (0.90, 1.13, -4.73)
C (-3.28, -1.32, 1.14)
C (-1.32, 0.04, 5.25)
C (2.41, -1.03, 3.28)
C (1.51, 0.64, -0.29)
C (1.10, -0.95, 2.76)
C (-2.79, -1.82, 5.55)
C (1.84, 3.52, -1.75)
C (1.44, -2.85, 1.51)
C (-3.02, -2.74, 0.88)
C (-0.36, 3.96, -2.59)
C (1.14, 0.49, -5.96)
C (-2.15, -1.47, -0.92)
C (-2.26, -0.60, 6.02)
C (0.56, 3.00, -2.07)
H (3.17, -4.00, 1.88)
H (-2.60, -0.19, 6.96)
H (-3.52, -2.39, 6.09)
H (-1.78, 1.24, -1.83)
H (-3.12, -3.55, 1.56)
H (-1.85, -3.65, -0.95)
H (1.93, -0.10, 0.42)
H (-1.74, -1.14, -1.88)
H (-0.87, 1.01, 5.49)
H (3.18, 5.28, -1.66)
H (0.94, -3.54, 0.81)
H (-0.73, 6.00, -3.25)
H (1.52, 6.86, -2.59)
H (-2.80, 0.51, -0.17)
H (2.66, 2.84, -1.46)
H (-3.66, -0.78, 2.00)
H (2.46, 1.17, -0.48)
H (-1.33, 3.61, -2.94)
H (2.63, -0.34, 4.07)
H (1.05, -0.13, -0.96)
H (-2.79, -3.23, 3.91)
H (1.11, 2.21, -4.64)
H (0.62, -2.74, -4.98)
H (4.17, -2.28, 3.44)
H (0.69, 1.07, 0.31)
H (0.62, 0.69, 3.83)
H (0.34, -1.56, -2.75)
H (1.44, 1.08, -6.83)
H (1.13, -1.39, -7.01)

Its HOMO-LUMO gap (alpha / beta) is 0.255 / 0.133 Eh. The value obtained for the LUMO energy (alpha / beta) is -4.90 / -10.17 eV. As for the net charge: +2. Its spin multiplicity is 6. Its expectation value of S² is 8.7760.

ORCA calculation (ωB97M-V/def2-TZVPD) on a gas-phase ion, CHN4 (charge -1) in a non-equilibrium geometry.

CARTESIAN COORDINATES (ANGSTROEM)
N (2.53, -0.58, 0.53)
N (1.49, -0.64, -0.41)
N (0.91, 1.45, 0.12)
N (2.58, 0.37, -0.32)
C (0.45, 0.32, -0.03)
H (-0.58, -0.07, 0.01)

Its HOMO-LUMO gap (alpha / beta) is 0.281 / 0.281 Eh. The value obtained for the LUMO energy (alpha / beta) is 5.20 / 5.20 eV. As for the net charge: -1. Its spin multiplicity is 1. The calculation puts the relative energy (zero: lowest compared OMol25 entry of this formula, charge and spin) at 131.21 kcal/mol.